{"formula": "C26H48O2P2V", "method": "ωB97M-V with the def2-TZVPD basis set", "symbols": ["V", "C", "C", "C", "C", "C", "C", "H", "H", "H", "C", "H", "H", "H", "C", "H", "H", "H", "C", "H", "H", "H", "C", "H", "H", "H", "C", "C", "C", "C", "C", "C", "C", "C", "H", "H", "H", "H", "H", "H", "H", "H", "H", "H", "H", "H", "P", "C", "H", "H", "H", "C", "H", "H", "H", "C", "H", "H", "H", "P", "C", "H", "H", "H", "C", "H", "H", "H", "C", "H", "H", "H", "C", "O", "C", "O", "H", "H", "H"], "coordinates": [[0.540, -1.127, -0.333], [1.445, -2.945, -0.360], [0.529, -3.058, 0.830], [-0.742, -2.497, -1.077], [0.645, -2.720, -1.530], [-0.788, -2.566, 0.330], [2.874, -2.605, -0.150], [3.119, -2.814, 0.903], [3.093, -1.525, -0.339], [3.592, -3.139, -0.784], [1.104, -2.148, -2.818], [2.179, -2.248, -2.969], [0.929, -1.055, -2.850], [0.541, -2.581, -3.659], [-1.866, -1.899, -1.837], [-2.016, -2.443, -2.780], [-1.727, -0.819, -2.061], [-2.797, -1.943, -1.246], [-1.773, -1.982, 1.290], [-1.478, -2.268, 2.316], [-2.815, -2.293, 1.130], [-1.777, -0.873, 1.299], [0.458, -4.434, 1.543], [-0.093, -5.170, 0.936], [-0.090, -4.287, 2.477], [1.479, -4.778, 1.714], [1.450, 2.979, 0.754], [1.782, 2.378, 1.912], [1.088, 2.587, 3.236], [0.034, 1.596, 3.646], [-1.152, 1.358, 2.990], [-1.368, 1.754, 1.677], [-1.148, 3.092, 1.099], [0.118, 3.409, 0.256], [0.655, 3.613, 3.186], [0.241, 1.067, 4.584], [1.880, 2.521, 4.035], [0.146, 4.490, 0.061], [2.190, 2.963, -0.051], [2.578, 1.624, 1.965], [0.032, 2.969, -0.753], [-1.957, 3.207, 0.342], [-1.787, 1.014, 0.978], [-1.315, 3.833, 1.908], [-0.284, -1.301, 5.199], [-1.909, 0.742, 3.489], [3.071, 1.054, -2.214], [4.059, 0.034, -3.417], [4.882, 0.621, -3.844], [3.408, -0.293, -4.237], [4.477, -0.837, -2.902], [2.695, 2.343, -3.509], [3.623, 2.765, -3.919], [2.098, 3.151, -3.071], [2.140, 1.870, -4.329], [4.564, 1.976, -1.563], [5.154, 2.375, -2.403], [5.190, 1.280, -0.986], [4.242, 2.811, -0.924], [-3.672, 0.843, -1.962], [-5.236, -0.143, -1.709], [-6.082, 0.349, -2.212], [-5.437, -0.204, -0.628], [-5.097, -1.153, -2.127], [-4.464, 2.511, -1.937], [-5.389, 2.507, -2.526], [-3.762, 3.240, -2.362], [-4.701, 2.773, -0.896], [-3.601, 0.602, -3.785], [-4.490, 1.009, -4.274], [-3.529, -0.469, -4.008], [-2.712, 1.116, -4.164], [0.232, -1.726, 7.019], [-0.600, -1.042, 6.080], [0.920, -1.827, 1.653], [0.834, -1.551, 2.818], [1.210, -2.001, 6.591], [-0.269, -2.627, 7.412], [0.398, -1.033, 7.849]], "s2": 0.979, "gap_ev": [5.0, 4.6], "total_charge": 2, "spin_multiplicity": 2, "e_homo_ev": [-13.4, -13.0]}

***

{"formula": "C33H39N5O4RuS4", "method": "ωB97M-V with the def2-TZVPD basis set", "symbols": ["Ru", "C", "C", "N", "C", "C", "S", "C", "C", "N", "H", "H", "H", "H", "H", "H", "H", "H", "H", "H", "H", "H", "H", "H", "N", "C", "C", "C", "C", "C", "C", "H", "H", "H", "H", "H", "C", "C", "C", "C", "C", "C", "O", "N", "C", "O", "N", "C", "O", "H", "H", "H", "H", "H", "H", "H", "H", "H", "H", "H", "O", "C", "C", "C", "C", "C", "S", "C", "C", "C", "C", "S", "C", "C", "C", "C", "S", "H", "H", "H", "H", "H", "H", "H", "H", "H"], "coordinates": [[-0.220, 0.813, -0.627], [-2.436, 2.932, -0.700], [-1.512, 3.283, 0.468], [-0.135, 2.777, 0.290], [0.805, 3.703, -0.344], [0.498, 3.975, -1.814], [0.412, 2.468, -2.838], [-1.299, 2.476, -3.466], [-2.279, 1.552, -2.739], [-2.144, 1.603, -1.279], [-2.339, 3.675, -1.490], [-3.474, 2.979, -0.360], [-1.891, 2.826, 1.378], [-1.503, 4.369, 0.614], [0.206, 2.491, 1.220], [1.800, 3.266, -0.249], [0.811, 4.663, 0.186], [1.290, 4.601, -2.223], [-0.435, 4.524, -1.933], [-1.234, 2.158, -4.507], [-1.631, 3.514, -3.482], [-2.092, 0.518, -3.026], [-3.294, 1.822, -3.053], [-2.743, 0.883, -0.850], [1.482, 0.334, -0.093], [2.814, 0.438, 0.008], [3.508, -0.225, 1.046], [4.878, -0.117, 1.151], [5.605, 0.643, 0.236], [4.940, 1.293, -0.799], [3.568, 1.193, -0.922], [2.936, -0.820, 1.745], [5.393, -0.631, 1.953], [6.680, 0.722, 0.326], [5.502, 1.871, -1.522], [3.047, 1.661, -1.749], [-1.870, 2.046, 5.089], [-2.373, 0.703, 4.579], [-1.312, -0.182, 3.856], [-0.135, -0.496, 4.780], [0.896, -1.425, 4.152], [-2.076, -1.447, 3.509], [-2.194, -2.386, 4.265], [-2.738, -1.405, 2.307], [-2.506, -0.482, 1.292], [-3.225, -0.524, 0.296], [-1.493, 0.413, 1.430], [-0.852, 0.575, 2.610], [0.064, 1.393, 2.727], [-2.696, 2.594, 5.545], [-1.453, 2.654, 4.287], [-1.097, 1.925, 5.847], [-3.213, 0.862, 3.896], [-2.756, 0.108, 5.412], [-0.536, -0.940, 5.692], [0.344, 0.446, 5.042], [0.459, -2.398, 3.921], [1.731, -1.591, 4.833], [1.294, -0.991, 3.233], [-3.362, -2.167, 2.084], [-0.644, -0.731, -1.719], [0.002, -1.944, -2.025], [-0.758, -2.505, -3.221], [-2.115, -2.566, -3.334], [-2.539, -3.172, -4.547], [-1.489, -3.560, -5.325], [0.010, -3.223, -4.576], [-0.122, -2.943, -0.880], [-0.533, -4.241, -0.951], [-0.506, -4.909, 0.304], [-0.070, -4.101, 1.306], [0.336, -2.541, 0.733], [1.460, -1.731, -2.399], [1.937, -0.827, -3.303], [3.342, -0.908, -3.478], [3.902, -1.881, -2.705], [2.732, -2.686, -1.759], [-2.775, -2.189, -2.565], [-3.573, -3.302, -4.832], [-1.520, -4.029, -6.295], [-0.858, -4.701, -1.873], [-0.810, -5.935, 0.451], [0.025, -4.335, 2.355], [1.296, -0.135, -3.830], [3.910, -0.272, -4.142], [4.943, -2.150, -2.629]], "s2": 6.053, "gap_ev": [7.4, 7.7], "total_charge": 0, "spin_multiplicity": 5, "e_homo_ev": [-7.2, -8.0]}

***

{"formula": "C6H74NO31", "method": "ωB97M-V with the def2-TZVPD basis set", "symbols": ["C", "O", "C", "C", "N", "H", "H", "C", "C", "O", "C", "H", "H", "H", "H", "H", "H", "H", "H", "H", "H", "H", "H", "H", "H", "O", "H", "H", "O", "H", "H", "O", "H", "H", "O", "H", "H", "O", "H", "H", "O", "H", "H", "O", "H", "H", "O", "H", "H", "O", "H", "H", "O", "H", "H", "O", "H", "H", "O", "H", "H", "O", "H", "H", "O", "H", "H", "O", "H", "H", "O", "H", "H", "O", "H", "H", "O", "H", "H", "O", "H", "H", "O", "H", "H", "O", "H", "H", "O", "H", "H", "O", "H", "H", "O", "H", "H", "O", "H", "H", "O", "H", "H", "O", "H", "H", "O", "H", "H", "O", "H", "H"], "coordinates": [[-3.930, -1.114, -2.109], [-2.869, -1.232, -1.117], [-1.698, -0.444, -1.374], [-0.888, -0.828, -0.221], [0.455, -0.228, -0.201], [1.015, -0.662, 0.568], [0.846, -0.676, -1.123], [0.495, 1.302, -0.134], [1.974, 1.688, 0.317], [2.278, 1.154, 1.658], [3.641, 1.116, 1.967], [-4.761, -1.758, -2.047], [-3.471, -1.172, -3.154], [-4.332, -0.207, -1.816], [-1.800, 0.586, -1.385], [-1.190, -0.736, -2.304], [-0.736, -1.795, -0.056], [-1.355, -0.802, 0.672], [-0.259, 1.924, 0.432], [0.087, 1.710, -1.083], [2.080, 2.834, 0.265], [2.737, 1.093, -0.416], [4.244, 2.023, 1.977], [4.282, 0.687, 1.358], [3.568, 0.537, 3.116], [2.212, 5.705, 0.144], [2.994, 5.089, 0.017], [2.161, 5.858, 1.164], [1.480, -1.991, 0.918], [1.432, -2.858, 0.695], [1.014, -1.896, 1.828], [4.549, -1.808, 1.140], [5.037, -2.590, 1.014], [3.658, -2.165, 1.087], [3.158, 0.427, -2.611], [3.685, -0.139, -1.964], [3.708, 1.196, -2.737], [-2.105, 1.029, 2.109], [-2.294, 1.611, 2.871], [-2.891, 0.559, 1.981], [0.819, -4.290, -0.412], [-0.071, -4.684, -0.430], [1.084, -4.471, -1.270], [4.281, -2.040, 4.275], [3.516, -2.381, 4.861], [4.439, -2.692, 3.595], [-2.685, 3.388, 0.657], [-3.315, 3.680, 1.304], [-2.512, 2.493, 0.968], [4.644, 0.735, 4.600], [5.304, 1.214, 4.229], [4.656, -0.172, 4.534], [-4.487, -3.228, 0.593], [-3.906, -3.135, -0.157], [-4.738, -2.227, 0.555], [-0.150, 4.332, -0.788], [-0.781, 4.517, -0.007], [0.686, 4.805, -0.479], [3.143, 4.113, 3.114], [4.065, 4.093, 2.919], [2.886, 3.542, 3.962], [1.862, 0.207, 5.725], [1.158, -0.384, 5.372], [2.458, 0.091, 5.103], [-6.191, 1.149, 0.086], [-6.641, 1.711, 0.779], [-5.555, 1.834, -0.223], [4.515, 4.203, -0.566], [4.226, 4.367, -1.574], [4.749, 3.424, -0.603], [-4.613, -0.487, 0.854], [-4.893, -0.267, 1.705], [-5.092, 0.257, 0.355], [-2.098, -3.960, -3.414], [-2.113, -3.339, -4.249], [-3.037, -4.208, -3.663], [1.116, -1.440, -2.685], [0.670, -1.077, -3.364], [1.855, -0.776, -2.579], [6.433, 2.051, 2.803], [6.581, 3.053, 2.650], [7.155, 1.834, 3.247], [-4.844, -4.296, -3.111], [-5.188, -5.291, -3.389], [-5.085, -3.832, -4.066], [4.677, -1.169, -0.928], [4.407, -1.836, -1.538], [4.498, -1.521, -0.129], [5.795, 1.639, -1.040], [5.838, 0.583, -0.864], [6.556, 1.752, -1.698], [-6.130, -0.670, -4.561], [-6.490, -0.247, -3.739], [-6.028, -0.125, -5.311], [6.675, 0.165, 0.887], [6.114, -0.696, 1.307], [6.700, 0.814, 1.481], [-7.269, -2.699, -1.569], [-6.519, -2.377, -1.117], [-7.574, -1.771, -1.823], [-0.866, -1.545, 2.435], [-1.030, -0.535, 2.754], [-1.616, -1.963, 2.770], [-3.007, 2.628, -3.809], [-3.495, 2.247, -3.126], [-2.493, 3.380, -3.501], [-2.811, -4.306, -1.297], [-2.442, -3.848, -2.042], [-3.188, -5.128, -1.348], [-7.558, 0.338, -2.136], [-7.095, 0.523, -1.332], [-8.167, 0.928, -1.982]], "gap_ev": 8.7, "total_charge": 1, "e_homo_ev": -11.7}

***

How do the records compare in F_max? In the order shown, they have 4.9 0.2 14.5 eV/Å.
How do the records compare in DFT total energy? In the order shown, they have -76077.0205 -96418.4145 -72368.0881 eV.
How do the records compare in ΔE to the lowest compared entry with this formula, charge and spin? In the order shown, they have 25.3 0.0 82.6 kcal per mole.